1.
Entry from OMol25: 2 unconnected molecules or ions with the total composition C4H8N2O2 (ωB97M-V with the def2-TZVPD basis set).

Last column: Löwdin charge in e.
Element x y z (Å)
C -1.5315 -0.5006 0.3838  -0.30
C 1.6697 0.2907 0.6117  -0.30
C -3.4639 0.7084 -0.2747  -0.04
C 3.3353 -0.5765 -0.8170  -0.05
N -1.7974 -1.5379 0.9706  0.11
N 2.0432 1.3257 1.1422  0.11
O -2.0273 0.5358 -0.2044  -0.08
O 2.0235 -0.6433 -0.2136  -0.09
H -3.7243 1.6082 0.2803  0.09
H -3.9765 -0.1536 0.1538  0.08
H -3.7350 0.8235 -1.3232  0.09
H 3.4445 0.3550 -1.3762  0.09
H 3.3983 -1.4282 -1.4897  0.09
H 4.1085 -0.6419 -0.0501  0.09
H -2.7103 -1.9641 1.1457  0.06
H 2.9433 1.7989 1.0610  0.06

Computed properties:
* LUMO energy (spin up / spin down): 0.024 / 0.023 Ha
* energy: -416.99032 hartree
* relative energy (zero: lowest compared OMol25 entry of this formula, charge and spin): 7.2283 eV
* largest force on an atom: 1.35 eV/A

=====

2.
Entry from OMol25: a molecular structure, C30H44N2NdO6P2 (ωB97M-V with the def2-TZVPD basis set).

Last column: Mulliken spin population.
Element x y z (Å)
Nd 0.0000 0.0000 0.0000  3.06
C -1.7472 1.1827 -0.6319  0.01
C -1.6016 0.0102 -1.4712  -0.02
C -1.9629 -0.7067 0.7213  0.00
C -1.9476 0.7529 0.7151  -0.02
C -1.7713 -1.1520 -0.6219  0.02
C -1.7650 2.6007 -1.1179  0.00
H -1.1977 2.7094 -2.0466  0.00
H -1.3392 3.2814 -0.3758  0.00
H -2.7945 2.9257 -1.3205  0.00
C -2.1588 1.6141 1.9213  0.00
H -1.8649 2.6486 1.7230  0.00
H -1.5584 1.2506 2.7609  0.00
H -3.2145 1.6143 2.2253  0.00
C -2.1914 -1.5529 1.9348  -0.01
H -3.2651 -1.6819 2.1286  0.00
H -1.7355 -1.0901 2.8157  0.00
H -1.7496 -2.5456 1.8117  0.00
C -1.8185 -2.5735 -1.0954  -0.01
H -2.8560 -2.8854 -1.2764  0.00
H -1.3886 -3.2543 -0.3556  0.00
H -1.2700 -2.6980 -2.0334  0.00
C -1.5248 0.0034 -2.9685  0.00
H -2.5243 -0.0759 -3.4198  0.00
H -0.9305 -0.8409 -3.3303  0.00
H -1.0636 0.9212 -3.3449  0.00
C 6.5507 2.1206 -2.3374  0.00
C 5.7896 2.4579 -3.3854  0.00
C 5.7838 1.9245 -4.7941  0.00
C 6.4722 0.5637 -5.0401  0.00
C 5.8684 -0.5595 -4.2317  0.00
C 6.1321 -0.9209 -2.9704  0.00
C 7.1034 -0.3407 -1.9760  0.00
C 7.6414 1.0800 -2.2557  0.00
H 6.2334 2.6752 -5.4630  0.00
H 7.5459 0.6504 -4.8650  0.00
H 4.7350 1.8444 -5.1126  0.00
H 8.2586 1.0758 -3.1560  0.00
H 6.3452 2.6415 -1.4018  0.00
H 5.0493 3.2404 -3.2135  0.00
H 8.3127 1.3456 -1.4306  0.00
H 6.6084 -0.3362 -0.9948  0.00
H 5.5640 -1.7666 -2.5810  0.00
H 7.9572 -1.0279 -1.8669  0.00
H 6.3581 0.3253 -6.1042  0.00
H 5.0937 -1.1280 -4.7470  0.00
P 1.7729 1.3015 -0.5880  -0.02
C 2.3665 2.7094 0.4327  0.01
C 1.9570 1.9763 -2.2922  0.00
P 1.7448 -1.3434 -0.5774  -0.02
C 3.0588 -0.0343 -0.4766  0.02
C 1.9137 -2.0354 -2.2763  0.00
C 2.3090 -2.7554 0.4542  0.00
H 2.1877 2.4517 1.4797  0.00
H 1.7802 3.5997 0.1833  0.00
H 3.4287 2.9169 0.2640  0.00
H 3.0101 2.1393 -2.5466  0.00
H 1.4252 2.9302 -2.3607  0.00
H 1.5112 1.2842 -3.0111  0.00
H 3.3474 -3.0295 0.2391  0.00
H 1.6605 -3.6164 0.2614  0.00
H 2.1995 -2.4594 1.5006  0.00
H 3.4514 -0.0345 0.5457  0.00
H 3.8793 -0.0458 -1.2021  0.00
H 1.3651 -2.9804 -2.3356  0.00
H 2.9632 -2.2188 -2.5315  0.00
H 1.4784 -1.3417 -3.0001  0.00
O 1.3957 0.3259 4.4682  0.00
C 0.3189 -0.1744 3.9105  0.00
O 0.2582 -0.0970 2.5335  -0.01
C -0.8957 -0.3826 4.8699  0.00
C -1.3333 0.6929 5.6806  0.00
C -2.5179 0.6128 6.4636  0.00
C -3.2891 -0.5587 6.4220  0.00
C -2.8793 -1.6655 5.6732  0.00
C -1.6605 -1.5906 4.9589  0.00
N -3.7201 -2.8265 5.5916  0.00
O -4.7869 -2.8411 6.1314  0.00
O -3.4259 -3.7359 4.8757  0.00
N -2.9623 1.7195 7.2574  0.00
O -2.3175 2.7221 7.3130  0.00
O -3.9761 1.6475 7.8874  0.00
H -0.7759 1.6182 5.6698  0.00
H -4.2237 -0.6078 6.9732  0.00
H -1.3550 -2.4565 4.3848  0.00

Computed properties:
* LUMO energy (spin up / spin down): -0.158 / -0.150 Ha
* 2S+1: 4
* energy: -2973.83277 hartree
* largest force on an atom: 11.99 eV/A
* net charge: +1
* expectation value of S²: 3.756

=====

3.
Entry from OMol25: 7 unconnected molecules or ions with the total composition H14O7 (ωB97M-V with the def2-TZVPD basis set).

Last column: Löwdin charge in e.
Element x y z (Å)
O 0.2755 -0.4919 -1.6127  -0.07
H 0.1032 0.4978 -1.5639  0.05
H 1.0845 -0.7293 -1.1477  -0.01
O -0.2662 -0.7234 1.7263  -0.03
H -0.7403 -1.1661 1.0620  -0.03
H 0.4075 -1.3883 1.8899  0.07
O -2.0202 0.9702 0.4981  -0.05
H -2.4164 0.2235 -0.0099  0.07
H -1.7271 0.5174 1.2989  0.04
O -0.1135 2.0729 -0.7984  -0.11
H -0.5917 2.6425 -1.4292  0.09
H -0.7890 1.7374 -0.1202  0.03
O 1.7326 1.2236 0.8573  -0.05
H 1.0094 0.7098 1.1897  -0.01
H 1.2687 1.7506 0.1872  0.02
O -1.7126 -1.5765 -0.4236  -0.11
H -0.8825 -1.3375 -0.9576  0.02
H -2.2239 -2.2022 -0.9520  0.07
O 2.5443 -1.0398 -0.3168  -0.08
H 2.5896 -1.5541 0.5073  0.06
H 2.4682 -0.1367 0.1153  0.03

Computed properties:
* LUMO energy: 0.013 Ha
* energy: -535.09694 hartree
* relative energy (zero: lowest compared OMol25 entry of this formula, charge and spin): 0.7320 eV
* largest force on an atom: 2.78 eV/A
* structure (SMILES): O.O.O.O.O.O.O